Entry 1:
A cluster of 11 separate species, C51H110N2O12S2 in total in a non-equilibrium geometry, computed with the ωB97M-V functional and the def2-TZVPD basis.

Each line ends with the Löwdin charge.
Atoms and positions in Å:
C1 -0.808 2.270 -1.112  -0.09
C2 -1.502 1.297 -0.137  -0.22
C3 -2.749 0.564 -0.664  -0.22
C4 -2.820 0.372 -2.180  -0.20
C5 -1.612 -0.328 -2.816  -0.19
C6 -1.118 -1.558 -2.048  -0.19
C7 0.381 -1.862 -2.311  -0.15
C8 0.637 -3.180 -3.071  -0.19
N1 1.655 -4.105 -2.502  -0.17
C9 2.957 -3.425 -2.373  -0.21
C10 4.098 -4.180 -3.062  -0.19
C11 5.216 -3.259 -3.564  -0.20
C12 5.640 -2.144 -2.600  -0.22
C13 7.154 -1.897 -2.579  -0.21
C14 7.653 -1.270 -1.272  -0.22
C15 6.709 -0.246 -0.650  -0.26
C16 6.531 1.031 -1.498  -0.09
C17 1.276 -4.878 -1.436  -1.06
S1 2.307 -5.906 -0.673  0.67
S2 -0.426 -4.825 -0.904  0.92
C18 -0.326 -4.719 0.916  -0.45
C19 -1.373 -3.731 1.425  -0.25
C20 -0.776 -2.499 2.109  -0.13
C21 0.215 -2.837 3.210  -0.13
C22 -0.211 -3.832 4.109  0.03
C23 0.581 -4.272 5.166  -0.17
C24 0.120 -5.363 6.094  -0.01
C25 1.821 -3.661 5.295  -0.05
C26 2.261 -2.682 4.414  -0.02
C27 1.484 -2.228 3.339  -0.09
C28 2.008 -1.170 2.408  -0.16
C29 2.285 0.183 3.108  -0.07
C30 3.645 -2.302 4.818  -0.37
O1 4.386 -1.484 4.365  0.13
N2 4.005 -3.163 5.883  0.18
C31 2.891 -3.920 6.289  -0.39
O2 2.876 -4.635 7.243  0.13
H1 -1.451 2.667 -1.888  0.08
H2 -0.389 3.075 -0.518  0.04
H3 0.056 1.762 -1.530  0.06
H4 -1.830 1.889 0.716  0.10
H5 -0.760 0.594 0.217  0.08
H6 -3.620 1.154 -0.378  0.09
H7 -2.865 -0.374 -0.125  0.09
H8 -3.038 1.329 -2.647  0.10
H9 -3.697 -0.253 -2.372  0.10
H10 -1.920 -0.668 -3.805  0.10
H11 -0.823 0.398 -2.995  0.08
H12 -1.681 -2.421 -2.396  0.08
H13 -1.254 -1.471 -0.979  0.07
H14 0.911 -1.896 -1.359  0.11
H15 0.802 -1.052 -2.901  0.10
H16 -0.268 -3.745 -3.256  0.07
H17 1.030 -2.909 -4.049  0.11
H18 2.879 -2.453 -2.854  0.12
H19 3.227 -3.251 -1.334  0.11
H20 3.687 -4.691 -3.930  0.11
H21 4.519 -4.924 -2.393  0.08
H22 4.969 -2.838 -4.539  0.11
H23 6.096 -3.879 -3.733  0.10
H24 5.333 -2.417 -1.591  0.10
H25 5.157 -1.204 -2.863  0.11
H26 7.645 -2.862 -2.702  0.10
H27 7.431 -1.284 -3.437  0.11
H28 7.787 -2.073 -0.546  0.11
H29 8.611 -0.778 -1.430  0.11
H30 7.171 0.067 0.284  0.10
H31 5.746 -0.669 -0.387  0.09
H32 7.141 1.833 -1.099  0.05
H33 5.484 1.324 -1.444  0.07
H34 6.775 0.855 -2.543  0.06
H35 -0.512 -5.707 1.324  0.07
H36 0.693 -4.465 1.191  0.06
H37 -2.018 -4.228 2.147  0.08
H38 -2.018 -3.408 0.611  0.09
H39 -1.579 -1.884 2.516  0.13
H40 -0.306 -1.904 1.338  0.08
H41 -1.187 -4.272 3.978  0.10
H42 0.472 -5.172 7.100  0.08
H43 -0.965 -5.420 6.072  0.06
H44 0.515 -6.322 5.767  0.10
H45 1.291 -0.949 1.637  0.08
H46 2.924 -1.498 1.919  0.12
H47 1.902 0.996 2.493  0.07
H48 3.345 0.360 3.224  0.06
H49 1.782 0.249 4.067  0.05
H50 4.452 -2.711 6.672  0.16
C32 0.556 7.216 -0.224  -0.09
C33 0.097 5.859 0.277  -0.33
O3 1.139 4.890 0.131  -0.10
H51 0.857 7.150 -1.271  0.07
H52 -0.234 7.957 -0.132  0.05
H53 1.426 7.558 0.344  0.07
H54 -0.753 5.504 -0.300  0.10
H55 -0.202 5.916 1.330  0.11
H56 1.892 5.194 0.645  0.08
C34 1.671 4.494 -5.034  -0.09
C35 1.293 3.683 -3.809  -0.32
O4 0.814 2.386 -4.172  -0.09
H57 0.813 4.597 -5.699  0.08
H58 2.021 5.488 -4.754  0.07
H59 2.464 3.995 -5.598  0.07
H60 0.489 4.167 -3.257  0.11
H61 2.149 3.574 -3.136  0.11
H62 1.517 1.937 -4.650  0.08
C36 -4.570 -2.956 -4.968  -0.08
C37 -3.580 -3.926 -5.587  -0.31
O5 -2.464 -4.150 -4.732  -0.09
H63 -4.081 -2.006 -4.746  0.07
H64 -5.411 -2.769 -5.638  0.08
H65 -4.958 -3.352 -4.027  0.08
H66 -3.180 -3.522 -6.518  0.10
H67 -4.065 -4.881 -5.812  0.11
H68 -2.790 -4.520 -3.905  0.08
C38 0.146 -2.380 -8.426  -0.09
C39 0.222 -1.661 -7.092  -0.32
O6 -1.045 -1.156 -6.687  -0.08
H69 -0.234 -1.709 -9.196  0.08
H70 1.127 -2.747 -8.732  0.07
H71 -0.536 -3.232 -8.365  0.07
H72 0.889 -0.802 -7.157  0.11
H73 0.607 -2.337 -6.320  0.09
H74 -1.644 -1.904 -6.610  0.05
C40 -4.620 8.758 -0.246  -0.09
C41 -3.674 7.751 -0.874  -0.30
O7 -2.565 7.478 -0.022  -0.09
H75 -4.101 9.692 -0.031  0.08
H76 -5.464 8.972 -0.904  0.08
H77 -5.005 8.372 0.700  0.06
H78 -3.267 8.136 -1.808  0.11
H79 -4.201 6.814 -1.089  0.10
H80 -2.915 7.123 0.802  0.09
C42 -7.130 1.558 2.174  -0.09
C43 -6.167 0.578 1.528  -0.32
O8 -5.042 0.335 2.372  -0.09
H81 -6.628 2.503 2.388  0.06
H82 -7.984 1.752 1.521  0.07
H83 -7.502 1.168 3.124  0.07
H84 -5.779 0.973 0.590  0.09
H85 -6.670 -0.372 1.317  0.11
H86 -5.377 -0.030 3.197  0.08
C44 -3.807 -5.775 4.484  -0.09
C45 -4.006 -5.169 5.862  -0.33
O9 -5.324 -4.656 6.027  -0.08
H87 -4.002 -5.028 3.713  0.07
H88 -2.789 -6.152 4.362  0.06
H89 -4.501 -6.602 4.317  0.07
H90 -3.328 -4.330 6.018  0.10
H91 -3.809 -5.916 6.639  0.11
H92 -5.941 -5.384 5.910  0.08
C46 -0.922 0.958 5.727  -0.08
C47 -1.523 -0.027 6.710  -0.32
O10 -1.732 -1.305 6.118  -0.09
H93 -1.567 1.065 4.854  0.08
H94 -0.784 1.939 6.185  0.08
H95 0.048 0.602 5.376  0.05
H96 -2.500 0.318 7.045  0.11
H97 -0.878 -0.134 7.589  0.11
H98 -0.881 -1.650 5.825  0.06
C48 7.732 3.765 1.163  -0.10
C49 7.995 5.108 0.506  -0.32
O11 7.025 6.082 0.885  -0.08
H99 6.739 3.401 0.899  0.07
H100 8.471 3.025 0.851  0.07
H101 7.768 3.854 2.251  0.07
H102 7.939 5.023 -0.578  0.11
H103 8.994 5.472 0.769  0.11
H104 7.068 6.184 1.840  0.08
C50 -8.078 5.469 1.211  -0.09
C51 -6.640 5.936 1.086  -0.33
O12 -5.730 4.846 1.216  -0.09
H105 -8.231 4.985 2.176  0.08
H106 -8.777 6.301 1.120  0.07
H107 -8.311 4.736 0.435  0.07
H108 -6.399 6.650 1.872  0.11
H109 -6.470 6.419 0.117  0.10
H110 -5.931 4.219 0.515  0.08

The gap between HOMO and LUMO is 7.69 eV. The structure (SMILES) is CCCCCCCCN(CCCCCCCC)C(=S)SCCCc1cc(C)c2c(c1CC)C(=O)NC2=O.CCO.CCO.CCO.CCO.CCO.CCO.CCO.CCO.CCO.CCO. For the energy above the lowest of the compared OMol25 structures with the same formula, charge and spin, the calculation gives 0.0 kcal/mol. The total energy is -103890.16994 eV.

=====

Entry 2:
A cluster of 13 separate species, C51H122N7O16 in total in a non-equilibrium geometry, computed with the ωB97M-V functional and the def2-TZVPD basis.

Each line ends with the Löwdin charge.
Atoms and positions in Å:
C1 -1.147 -0.644 0.389  -0.06
C2 0.326 -0.897 0.208  -0.45
C3 0.933 -2.372 0.417  0.01
O1 0.772 -0.428 -1.046  -0.09
H1 -1.262 0.456 0.226  0.09
H2 -1.438 -0.918 1.392  0.06
H3 -1.846 -1.145 -0.298  0.06
H4 0.728 -0.283 0.997  0.09
H5 0.816 -2.870 -0.558  0.06
H6 0.452 -2.924 1.202  0.03
H7 1.981 -2.271 0.624  0.05
C4 -2.023 8.000 1.958  -0.08
C5 -1.028 6.974 2.635  -0.20
C6 -1.863 5.824 3.169  -0.17
N1 -1.144 4.564 3.489  -0.25
C7 -0.156 4.876 4.581  -0.10
C8 0.363 3.664 5.322  -0.16
C9 -0.675 2.646 5.774  -0.18
C10 -1.504 2.292 4.540  -0.16
C11 -2.132 3.587 4.098  -0.09
C12 -0.485 3.949 2.336  0.02
H8 -2.353 7.612 1.001  0.06
H9 -1.518 8.900 1.697  0.05
H10 -2.910 8.234 2.615  0.10
H11 -0.496 7.586 3.386  0.11
H12 -0.333 6.674 1.843  0.11
H13 -2.618 5.559 2.413  0.10
H14 -2.381 6.163 4.041  0.13
H15 -0.775 5.478 5.267  0.14
H16 0.569 5.527 4.098  0.13
H17 1.047 4.007 6.146  0.14
H18 1.097 3.075 4.726  0.11
H19 -1.323 3.024 6.565  0.12
H20 -0.192 1.734 6.142  0.12
H21 -2.300 1.593 4.791  0.11
H22 -0.866 1.809 3.795  0.09
H23 -2.682 4.070 4.873  0.13
H24 -2.804 3.409 3.263  0.13
H25 -0.026 3.025 2.544  0.08
H26 0.276 4.649 1.965  0.12
H27 -1.176 3.834 1.518  0.07
C13 5.440 2.541 -2.788  -0.07
C14 4.538 1.358 -2.828  -0.26
C15 5.179 0.202 -3.481  -0.17
N2 4.460 -1.050 -3.878  -0.25
C16 5.400 -1.914 -4.666  -0.10
C17 4.803 -3.229 -5.039  -0.14
C18 4.483 -4.010 -3.747  -0.15
C19 3.542 -3.192 -2.906  -0.18
C20 3.899 -1.782 -2.713  -0.13
C21 3.308 -0.585 -4.717  0.04
H28 5.563 2.935 -3.777  0.08
H29 6.363 2.374 -2.184  0.10
H30 4.880 3.249 -2.097  0.10
H31 3.594 1.486 -3.352  0.10
H32 4.147 1.082 -1.840  0.10
H33 6.056 -0.204 -2.981  0.12
H34 5.564 0.594 -4.437  0.15
H35 6.240 -1.978 -3.956  0.15
H36 5.677 -1.301 -5.521  0.14
H37 5.509 -3.801 -5.646  0.13
H38 3.896 -3.173 -5.621  0.12
H39 5.392 -4.296 -3.255  0.11
H40 3.931 -4.936 -3.911  0.12
H41 3.499 -3.523 -1.873  0.13
H42 2.485 -3.284 -3.205  0.11
H43 4.614 -1.635 -1.845  0.14
H44 3.097 -1.132 -2.431  0.12
H45 3.426 -0.983 -5.720  0.11
H46 3.371 0.446 -4.825  0.07
H47 2.342 -0.910 -4.378  0.10
C22 -4.833 0.151 -1.154  -0.05
C23 -4.759 0.089 0.321  -0.42
C24 -5.050 1.505 0.976  -0.09
O2 -5.091 1.143 2.432  -0.25
C25 -5.814 2.145 3.130  -0.13
N3 -5.628 -0.879 0.941  0.05
H48 -5.798 -0.679 1.916  0.09
H49 -6.549 -0.836 0.430  0.13
H50 -5.167 -2.516 0.952  0.11
H51 -4.275 0.907 -1.647  0.06
H52 -5.859 0.203 -1.485  0.08
H53 -4.593 -0.818 -1.642  0.09
H54 -3.747 -0.120 0.643  0.11
H55 -6.054 1.931 0.675  0.14
H56 -4.253 2.263 0.849  0.10
H57 -6.886 1.989 3.193  0.08
H58 -5.583 3.155 2.732  0.09
H59 -5.495 2.042 4.196  0.09
C26 0.381 2.979 -2.429  -0.06
C27 -0.457 2.096 -3.255  -0.48
C28 0.556 1.350 -4.107  -0.19
O3 -0.165 0.440 -4.971  -0.22
C29 -0.828 1.186 -5.991  -0.10
N4 -1.242 1.185 -2.478  0.08
H60 -2.016 0.784 -3.088  0.08
H61 0.019 0.082 -1.433  0.04
H62 -1.878 1.755 -1.885  0.06
H63 1.209 2.405 -2.011  0.07
H64 -0.192 3.246 -1.541  0.07
H65 0.747 3.914 -2.794  0.08
H66 -1.020 2.796 -3.854  0.13
H67 1.210 0.713 -3.437  0.11
H68 1.048 2.081 -4.773  0.13
H69 -1.527 0.412 -6.411  0.11
H70 -0.107 1.583 -6.729  0.09
H71 -1.332 2.044 -5.615  0.06
C30 -2.738 -1.424 4.353  -0.06
C31 -2.689 -2.935 4.410  -0.44
C32 -1.647 -3.387 3.391  -0.18
O4 -1.390 -4.790 3.560  -0.17
C33 -0.323 -5.206 2.802  -0.15
N5 -2.543 -3.450 5.744  0.05
H72 -0.790 -2.872 6.418  0.13
H73 -3.436 -3.363 6.238  0.10
H74 -2.419 -4.467 5.628  0.10
H75 -3.475 -0.993 5.015  0.08
H76 -3.000 -1.044 3.391  0.05
H77 -1.686 -0.998 4.542  0.09
H78 -3.707 -3.224 4.073  0.15
H79 -0.670 -2.862 3.464  0.12
H80 -1.987 -3.102 2.401  0.10
H81 -0.507 -6.289 2.638  0.10
H82 0.704 -5.123 3.158  0.09
H83 -0.368 -4.749 1.856  0.04
C34 3.241 2.023 0.931  -0.06
C35 4.146 1.507 1.987  -0.40
C36 3.442 0.440 2.820  -0.15
O5 2.098 0.888 3.112  -0.22
C37 1.390 -0.099 3.762  -0.12
N6 5.363 0.999 1.336  0.05
H84 5.935 1.774 1.018  0.09
H85 5.991 0.540 1.979  0.07
H86 5.772 -0.309 -0.184  0.09
H87 2.977 1.365 0.112  0.07
H88 3.673 2.893 0.447  0.08
H89 2.311 2.323 1.372  0.06
H90 4.379 2.378 2.591  0.14
H91 3.906 0.153 3.745  0.12
H92 3.308 -0.546 2.326  0.13
H93 1.606 -0.051 4.811  0.08
H94 1.629 -1.063 3.276  0.10
H95 0.373 0.116 3.535  0.06
C38 -0.986 -3.243 -5.526  -0.03
C39 -1.659 -3.522 -4.205  -0.41
C40 -0.687 -4.023 -3.112  -0.19
O6 0.155 -4.974 -3.746  -0.20
C41 1.003 -5.599 -2.791  -0.10
N7 -2.317 -2.331 -3.712  0.05
H96 -2.747 -2.454 -2.809  0.08
H97 -1.648 -1.589 -3.528  0.08
H98 -3.628 -1.435 -4.550  0.12
H99 -0.161 -2.591 -5.246  0.07
H100 -1.741 -2.768 -6.141  0.09
H101 -0.548 -4.131 -5.949  0.08
H102 -2.433 -4.259 -4.255  0.14
H103 -1.115 -4.436 -2.177  0.13
H104 -0.055 -3.124 -2.836  0.13
H105 1.569 -6.378 -3.316  0.10
H106 0.330 -6.117 -2.111  0.09
H107 1.605 -4.924 -2.200  0.06
C42 2.471 -2.375 6.695  0.01
C43 1.118 -2.901 6.228  -0.62
O7 1.086 -3.801 5.438  0.08
O8 0.044 -2.314 6.723  0.06
H108 3.259 -3.023 6.328  0.08
H109 2.456 -2.270 7.796  0.09
H110 2.653 -1.357 6.337  0.06
C44 -3.594 -5.349 0.195  0.01
C45 -3.739 -3.895 0.411  -0.62
O9 -4.888 -3.542 0.942  0.06
O10 -2.896 -3.071 0.112  0.03
H111 -4.421 -5.948 0.642  0.10
H112 -2.669 -5.756 0.574  0.07
H113 -3.574 -5.517 -0.906  0.10
C46 -3.443 4.565 -1.647  -0.01
C47 -2.822 4.006 -0.402  -0.69
O11 -2.295 2.860 -0.362  -0.09
O12 -2.733 4.816 0.608  -0.12
H114 -3.796 3.679 -2.193  0.07
H115 -2.655 4.933 -2.314  0.08
H116 -4.286 5.280 -1.637  0.09
C48 -5.905 0.886 -5.324  0.02
C49 -4.557 0.285 -4.889  -0.62
O13 -4.484 -0.985 -4.966  0.09
O14 -3.637 1.019 -4.536  0.02
H117 -5.831 1.958 -5.345  0.08
H118 -6.629 0.612 -4.522  0.09
H119 -6.205 0.340 -6.210  0.08
C50 8.542 -1.838 -0.678  0.02
C51 7.511 -1.056 0.039  -0.59
O15 6.397 -0.921 -0.645  0.06
O16 7.654 -0.568 1.141  0.08
H120 9.030 -1.117 -1.295  0.09
H121 8.182 -2.640 -1.351  0.10
H122 9.277 -2.264 -0.016  0.09

The gap between HOMO and LUMO is 8.16 eV. The total energy is -98049.33388 eV. Its net charge is +1.